(1)
{"formula": "C6H12N3O2", "method": "ωB97M-V/def2-TZVPD", "symbols": ["C", "O", "C", "H", "C", "H", "H", "H", "N", "O", "H", "H", "C", "C", "H", "H", "H", "H", "N", "N", "H", "C", "H"], "positions_angstrom": [[-0.088937, -1.714809, -0.615061], [-2.364120, -1.363275, -0.165184], [-1.217724, 1.180206, 0.845282], [1.639348, -2.794894, -0.905797], [1.650659, -0.071801, -0.215987], [1.585197, 1.030602, -0.250125], [-2.211877, 0.624385, 2.577709], [-1.683002, 0.639044, -2.081642], [-1.609103, -2.146305, -0.593895], [-1.769513, -3.269337, -0.946078], [2.223701, -0.442361, -1.039745], [-1.031343, 2.300463, -1.719898], [-1.223563, 0.702843, 2.269612], [-0.623110, 0.666551, -0.228987], [-0.945511, 1.531715, 2.783733], [0.183993, -3.667307, -1.100306], [0.264396, 1.065122, -2.129217], [-1.799174, 2.037215, 0.656098], [0.653412, -2.759936, -0.999351], [0.304307, -0.497520, -0.244256], [-0.431625, -0.174059, 2.346514], [-0.776304, 1.242406, -1.590251], [2.168986, -0.305785, 0.609784]], "forces_ev_per_angstrom": [[1.0, 0.0, 0.1], [-1.6, 1.1, 0.5], [0.9, -1.8, 0.1], [0.9, 0.3, 0.0], [0.0, 2.1, -2.6], [0.5, -0.6, -0.2], [-1.8, -1.4, 0.6], [2.2, 1.2, 0.4], [2.5, 0.2, 0.0], [-0.6, -1.1, -0.5], [0.3, -0.1, -0.9], [0.1, -0.3, 0.6], [2.7, -2.5, -3.2], [-0.8, 1.0, 0.8], [1.6, 2.3, 2.0], [0.0, 0.7, 0.0], [-2.4, 0.4, 0.4], [-0.6, 1.0, -0.3], [-1.3, 0.8, 0.7], [-3.2, -1.9, -0.3], [-2.2, 1.6, 0.5], [0.3, -1.8, -2.5], [1.5, -1.1, 3.4]], "multiplicity": 1, "total_charge": 1, "e_homo_ev": -13.31, "de_lowest_kcal_mol": 144.0}



(2)
{"formula": "C24H58N15O30PS", "method": "ωB97M-V/def2-TZVPD", "symbols": ["H", "H", "H", "H", "C", "C", "H", "H", "N", "H", "C", "O", "C", "C", "H", "H", "N", "H", "O", "H", "N", "S", "O", "N", "H", "O", "O", "C", "N", "N", "H", "H", "O", "O", "O", "O", "H", "O", "H", "C", "H", "O", "O", "N", "H", "C", "O", "C", "N", "H", "H", "H", "N", "O", "H", "O", "N", "N", "H", "H", "H", "H", "H", "C", "H", "H", "C", "O", "C", "H", "O", "O", "H", "H", "C", "C", "H", "H", "O", "H", "O", "H", "C", "H", "O", "H", "H", "N", "O", "H", "O", "C", "C", "H", "H", "C", "O", "H", "H", "H", "N", "H", "H", "H", "C", "O", "O", "P", "H", "O", "O", "O", "O", "H", "H", "H", "N", "C", "C", "H", "H", "H", "C", "H", "C", "H", "C", "N", "H"], "positions_angstrom": [[8.962221, 3.354474, -5.765239], [-0.259822, 2.669180, 3.055043], [-5.009333, -0.408332, -0.550286], [10.674455, -2.386557, -7.990911], [1.831795, 0.114797, 1.427842], [-0.446759, -4.169406, 2.449852], [-0.836266, 4.060106, 2.083513], [6.055652, 1.229509, -1.496167], [-14.757359, -2.465770, 4.764993], [-1.294475, -2.966114, 3.996912], [10.040573, 3.311346, -5.862275], [-15.534161, -2.862762, 5.607522], [0.508372, 1.650167, 0.220787], [-6.426609, 1.108378, 3.275204], [3.657259, 4.560259, 2.935944], [-9.237045, -3.975564, 0.580694], [7.000665, 8.874804, -0.381419], [0.886620, 3.933478, 2.534255], [5.309380, 2.186373, -4.520551], [-3.913768, 0.909894, -1.046263], [4.838209, 6.188688, 3.471301], [-2.073087, -4.084431, 1.664577], [-14.643424, -1.313770, 4.402814], [4.874239, 2.786834, -0.752963], [-3.050708, -0.200293, 1.860476], [-10.947393, -4.385007, 4.509998], [9.728729, -1.124493, -10.045071], [4.192148, 2.385562, -6.542676], [5.396303, 2.540464, -5.680390], [10.415788, 1.883874, -6.045728], [-6.846966, 0.117382, 3.390768], [2.603251, 1.666904, 0.278443], [11.000010, 1.571056, -7.064594], [4.968872, 2.584408, 0.441638], [4.633076, 6.897989, 2.503652], [7.937573, -1.893791, -9.127688], [-5.942276, 1.439440, 4.188510], [-3.750245, -7.316800, 1.674172], [0.774366, -1.365604, 2.505161], [-13.863162, -3.464172, 4.116096], [-9.288254, -6.125677, 4.555818], [3.945395, 3.355545, -1.290564], [-10.000756, -3.608167, 2.740836], [1.135307, -9.435725, 2.030778], [-8.372383, -2.454411, 0.235994], [-4.305553, -0.072012, -1.294325], [6.384764, 3.008636, -6.198257], [-0.131743, 3.725458, 2.838086], [-0.364648, 4.509268, 4.081252], [5.751259, 2.556587, -2.647364], [-5.017379, -6.196510, -0.321197], [0.366512, -3.419115, 4.346049], [7.591439, 5.327348, -3.290849], [7.595648, 9.814705, -0.861912], [-0.220226, -7.888279, 2.418933], [-5.589535, -6.669894, 2.571316], [-5.384814, 1.056022, 2.214501], [-7.557071, -4.184535, -0.617233], [-5.527248, -7.904435, -0.164321], [-6.585046, -6.595134, 0.429839], [2.782890, -0.263981, 1.746324], [3.923997, 3.372522, -6.905688], [7.518980, 7.317681, -3.956234], [-5.564820, -6.914807, 0.280225], [2.861856, 5.752830, 4.007458], [5.775771, 8.196931, 1.191436], [-0.508951, -0.067771, 1.461323], [1.568711, -9.811598, 0.962795], [0.705934, -0.514993, 1.853665], [-1.594899, 1.346205, 0.375456], [6.968129, 7.755193, -0.854511], [10.108150, 1.113343, -5.160749], [4.087504, 4.637042, 4.670916], [0.421382, 2.490858, -0.439816], [7.193797, 6.749588, -3.093663], [3.774250, 5.203907, 3.803161], [1.074301, -7.485170, 1.253805], [-14.073125, -3.441782, 3.051099], [7.296940, 4.550014, -2.405409], [-1.206840, -2.427203, 0.219098], [-6.445510, -3.716206, -0.462172], [6.882019, 2.793082, -1.274490], [9.842878, -1.711203, -7.817557], [5.516162, 9.889570, 0.680912], [-1.449079, 4.437358, 4.609314], [-14.075195, -4.439604, 4.535966], [0.277900, -3.587549, 1.901239], [9.107000, -1.565489, -9.103564], [5.829725, 6.222925, 4.163150], [4.464330, 1.730242, -7.363985], [-7.786581, -5.275737, -1.091661], [1.705582, 1.186024, 0.619095], [5.984500, 2.308233, -1.617015], [9.163157, -2.113534, -7.076908], [6.113474, 6.772973, -2.990893], [-0.611811, 1.017140, 0.651379], [-5.170771, -0.012331, 1.671484], [-12.842456, -3.168174, 4.316495], [-0.979588, -4.586483, 4.478082], [-2.931857, -2.315804, 0.256355], [-4.908763, -6.974310, 1.609831], [1.452412, -7.610534, 2.996555], [-8.100056, -5.030736, 3.787578], [3.396744, 1.957570, -5.945699], [0.836070, -7.984777, 2.184940], [-6.182245, -0.224228, -2.656181], [-4.334977, 0.411954, -3.549787], [-1.938966, -1.020218, 2.063108], [-3.503034, -0.791638, -1.423580], [0.922629, -10.141147, 2.992963], [-4.805835, 2.086498, 1.954330], [0.576945, 5.177316, 4.464911], [8.176840, 5.029215, -4.308293], [10.524109, 3.662094, -4.957213], [6.968442, 9.450890, 1.628679], [-9.362514, -3.216193, -1.035705], [-10.094028, -4.409278, 3.649604], [6.251855, 9.117755, 0.884775], [-8.727285, -3.387222, -0.173339], [7.674738, 7.101590, -2.186041], [-7.179940, 1.820780, 2.954315], [-9.153575, -6.059403, 2.773524], [-2.061849, -2.461036, 0.878563], [10.379103, 3.867323, -6.728041], [-0.567958, -3.755961, 3.922670], [-0.130629, -5.200313, 2.434306], [-9.076106, -5.498164, 3.699627], [-5.000249, 0.046540, -2.608291], [10.194736, -0.725325, -7.528352]], "forces_ev_per_angstrom": [[0.0, 0.0, 0.2], [-0.2, 0.0, 0.0], [-0.1, 0.0, 0.0], [0.1, 0.1, -0.1], [0.7, -1.0, 0.8], [-0.4, 0.3, 0.8], [-0.1, -0.1, 0.1], [0.0, 0.0, 0.2], [0.0, -0.1, 0.0], [-0.1, 0.5, 0.2], [0.1, 0.1, -0.2], [0.0, 0.0, 0.0], [-0.9, 1.1, -0.8], [-0.1, -0.2, 0.1], [0.0, 0.1, -0.1], [-0.1, 0.0, 0.0], [-0.1, 0.5, 0.5], [0.0, -0.1, -0.1], [0.0, 0.0, -0.4], [0.1, 0.0, 0.0], [-0.1, -0.2, 0.0], [-0.6, -0.4, -0.5], [0.0, 0.0, 0.0], [0.2, 0.0, -0.3], [0.1, 0.1, -0.8], [0.1, 0.0, 0.0], [0.0, 0.0, 0.0], [-0.1, -0.1, 0.1], [-0.1, -0.1, 0.0], [0.0, 0.1, 0.0], [0.0, 0.0, 0.0], [0.2, 0.3, -0.1], [0.0, -0.1, -0.1], [-0.1, 0.0, 0.2], [0.0, 0.0, 0.0], [0.0, 0.0, 0.0], [0.0, 0.1, 0.0], [0.0, -0.1, -0.2], [0.0, -0.3, 0.3], [-0.2, -0.1, 0.0], [-0.1, 0.0, 0.0], [-0.1, 0.0, 0.2], [0.0, 0.0, 0.0], [0.0, 0.1, 0.0], [0.1, 0.1, 0.1], [-0.1, -0.1, -0.1], [0.1, 0.0, 0.0], [0.2, 0.0, -0.1], [0.2, -0.1, -0.3], [0.2, 0.1, 0.5], [0.0, 0.0, 0.0], [0.4, -0.1, 0.2], [-0.3, 0.5, -0.1], [0.0, -0.2, -0.1], [0.0, -0.1, 0.1], [-0.1, 0.1, 0.1], [0.0, -0.1, 0.0], [0.2, 0.3, 0.1], [0.1, 0.0, 0.0], [0.0, 0.0, 0.0], [0.5, 0.1, 0.0], [0.1, 0.0, -0.1], [0.0, -0.1, -0.2], [0.0, 0.0, -0.1], [0.0, 0.0, -0.1], [0.1, 0.0, 0.0], [-2.2, -0.9, 0.3], [0.0, 0.0, 0.0], [0.6, -1.1, 0.8], [-0.3, 0.3, -0.3], [-0.3, 0.8, 1.7], [0.0, -0.1, 0.0], [0.1, 0.0, 0.0], [0.1, 0.3, -0.2], [0.5, -0.5, -1.0], [0.0, -0.1, 0.1], [0.0, -0.1, 0.0], [0.0, 0.1, 0.0], [0.2, 0.2, -0.1], [0.3, 0.1, -0.3], [-0.1, -0.1, 0.0], [0.1, -0.1, 0.1], [-0.1, 0.0, 0.2], [0.1, 0.1, 0.0], [0.0, 0.0, 0.1], [0.0, 0.0, 0.1], [0.2, 0.2, -0.3], [0.0, 0.0, 0.1], [0.0, 0.1, 0.0], [0.1, 0.1, -0.1], [-0.1, -0.2, -0.2], [2.5, 1.0, -0.8], [-0.3, -0.4, -0.2], [-0.1, 0.0, 0.0], [0.0, -0.1, 0.2], [-1.3, 0.5, -0.4], [-0.4, 0.0, 0.1], [0.0, 0.1, -0.1], [0.1, -0.3, 0.3], [-0.4, -0.5, -0.1], [0.0, 0.0, 0.3], [-0.1, 0.0, 0.1], [0.0, 0.0, -0.1], [0.0, 0.0, 0.1], [0.0, 0.1, -0.1], [-0.1, 0.0, 0.1], [0.2, 0.1, -0.2], [0.5, -0.6, 1.5], [0.1, 0.1, -0.1], [0.0, 0.0, 0.0], [0.1, 0.1, 0.0], [-0.2, 0.2, 0.4], [0.2, -0.1, 0.0], [-0.1, -0.1, 0.1], [0.0, 0.1, -0.1], [0.0, -0.1, -0.1], [0.1, -0.1, 0.1], [-0.1, -0.2, 0.0], [0.0, 0.1, 0.0], [0.0, -0.5, -0.9], [0.1, 0.1, 0.0], [0.1, 0.1, -0.1], [0.4, 0.7, 0.3], [0.1, -0.1, 0.0], [-0.2, 0.0, -0.5], [0.1, -0.4, -0.4], [0.0, -0.1, 0.1], [-0.1, 0.0, 0.1], [0.1, 0.0, -0.1]], "multiplicity": 1, "e_homo_ev": -8.61}



(3)
{"formula": "C7H10NO2", "method": "ωB97M-V/def2-TZVPD", "symbols": ["H", "C", "H", "C", "C", "O", "H", "C", "H", "H", "H", "C", "H", "H", "O", "C", "H", "H", "N", "C"], "positions_angstrom": [[4.263941, -1.351892, 0.124742], [0.555204, 0.638737, 1.174310], [0.914071, 0.977442, 2.136797], [-2.566484, 1.106373, -0.012524], [-3.506699, 0.131473, -0.433302], [-1.871399, -1.002653, 0.563887], [3.065400, -2.126737, -0.575696], [-1.738620, 0.311949, 0.704577], [-4.291343, 0.442807, -1.132878], [-3.606425, -2.065542, -0.137654], [1.647418, 2.143244, -0.007899], [1.328653, -0.177241, 0.271042], [0.228517, 1.542220, -0.756302], [3.410588, -0.631348, -1.263827], [2.558774, -0.396484, 0.680360], [-3.013494, -1.091410, -0.106785], [-2.638879, 2.085941, -0.366536], [0.923658, -0.806197, -0.486331], [0.958360, 1.372080, -0.065060], [3.378753, -1.102758, -0.310923]], "forces_ev_per_angstrom": [[2.8, 0.4, 1.2], [-4.6, -0.1, -1.7], [-0.1, 0.0, -0.1], [0.3, -1.9, 0.6], [-0.2, 0.1, -1.6], [0.2, 0.6, 1.1], [-1.1, 0.3, 0.5], [5.4, 1.5, 0.8], [-0.1, -0.8, 0.7], [1.6, 1.3, 0.0], [-0.3, -0.9, 0.1], [0.2, 0.8, 1.1], [0.1, -0.1, 0.3], [0.4, 1.1, -0.4], [1.1, -1.0, -1.3], [-3.9, -2.1, -1.0], [0.4, 1.5, 0.4], [-0.5, -0.4, -0.4], [0.5, 0.7, 0.1], [-2.2, -1.1, -0.5]], "multiplicity": 1, "total_charge": 1, "e_homo_ev": -12.79, "de_lowest_kcal_mol": 138.6}



(4)
{"formula": "C3H8N2O2", "method": "ωB97M-V/def2-TZVPD", "symbols": ["H", "H", "H", "N", "H", "O", "C", "C", "H", "H", "H", "C", "H", "O", "N"], "positions_angstrom": [[-0.465998, -2.016532, -0.432295], [-0.636594, 0.930190, 0.820610], [3.070917, 0.779051, -0.970477], [0.531581, -0.134208, -0.881659], [-2.876145, -1.059533, 0.959869], [0.629134, 1.315451, 0.879583], [-1.798150, -0.744697, 0.868569], [1.148873, 0.810601, -0.144051], [-1.766367, -0.991859, -1.264112], [-1.318432, -1.135141, 1.786411], [1.082409, -0.410803, -1.702381], [-1.108731, -1.163672, -0.409446], [2.788842, 1.867811, 0.301300], [-1.678181, 0.623549, 0.655367], [2.396837, 1.329786, -0.467290]], "forces_ev_per_angstrom": [[-0.2, -0.8, -0.2], [-1.7, -0.3, 0.0], [-0.1, -0.1, -0.1], [-0.7, -0.3, 0.5], [0.9, 0.1, -0.6], [0.4, -0.1, -0.1], [0.9, 0.4, -0.5], [-0.2, 0.0, 0.5], [0.7, 0.1, 0.0], [0.1, 0.3, -0.3], [-0.8, -0.2, 0.4], [1.4, 0.1, -0.6], [-0.2, -0.2, -0.3], [-0.2, 1.2, 1.3], [-0.2, -0.3, -0.1]], "multiplicity": 1, "e_homo_ev": -9.16, "de_lowest_kcal_mol": 71.4}



> Which formula does entry 3 have?

C7H10NO2